(1)
21
Properties=species:S:1:pos:R:3 method="wB97M-V/def2-TZVPD" e_homo_ev=-9.003 energy_ha=-387.1420 total_charge=0 de_lowest_kcal_mol=75.91 smiles="CC(=O)[C@@H]1C[C@@H]2[C@@H](C)[C@@H]21" homo_lumo_gap_ev=10.00
H -0.645 1.153 -3.350
C -1.163 -0.369 -0.787
C -0.782 -1.322 0.367
H -0.108 -2.025 0.050
C -0.754 1.527 -2.372
C 2.091 -0.867 2.022
O 1.764 1.069 0.751
H 0.786 0.473 -1.335
C 1.207 0.172 1.313
C -0.813 0.877 0.120
C -0.173 0.688 -1.211
H -1.561 -1.794 0.833
H 1.380 -1.457 2.639
H -1.414 1.681 0.531
H 2.671 -1.406 1.126
H -1.762 1.549 -2.239
C -0.288 -0.080 1.143
H -2.186 -0.476 -1.297
H -0.479 2.502 -2.190
H 2.702 -0.289 2.654
H -0.559 -0.049 2.145

(2)
21
Properties=species:S:1:pos:R:3 method="wB97M-V/def2-TZVPD" e_homo_ev="-8.070 / -8.069" energy_ha=-387.1059 total_charge=0 de_lowest_kcal_mol=98.56 homo_lumo_gap_ev="7.52 / 7.51"
H -0.228 1.980 1.237
C 1.931 -1.416 0.733
H -3.190 0.272 -0.591
C 0.510 1.378 -1.405
C 0.530 0.506 -0.194
H -1.392 -1.515 -0.935
C -1.300 0.266 0.350
O -1.004 -2.040 1.010
H 2.270 -2.414 0.458
H 0.128 0.353 1.961
H 2.807 -0.774 0.851
H -2.813 1.745 0.456
C -0.155 0.908 1.071
H -0.027 2.312 -1.242
H 0.056 0.865 -2.255
H 1.475 -1.500 1.718
C 0.953 -0.871 -0.289
H 1.550 1.580 -1.685
C -0.864 -1.293 0.013
H 1.249 -1.140 -1.302
C -2.485 0.799 0.040

(3)
22
Properties=species:S:1:pos:R:3 method="wB97M-V/def2-TZVPD" e_homo_ev=-8.407 energy_ha=-462.4641 total_charge=0 de_lowest_kcal_mol=26.47 smiles=Cc1ccc(O)cc1.CO homo_lumo_gap_ev=9.08
H 1.898 1.657 1.286
C -0.256 0.134 0.758
H -1.732 2.677 -2.950
H -0.549 2.121 -3.992
H -0.367 1.224 0.799
H -0.457 1.405 -1.764
C 0.078 -2.558 1.329
C -1.307 -0.776 0.650
C -0.647 2.699 -3.048
O -2.238 -2.931 1.358
H 2.894 0.351 1.810
C 1.011 -0.368 1.056
C -1.220 -2.070 1.122
H 2.568 0.659 0.058
H -0.137 3.640 -3.274
C 2.119 0.617 1.070
H 2.196 -2.000 1.624
H -2.318 -0.423 0.404
H -2.963 -2.856 0.741
C 1.186 -1.746 1.308
H 0.124 -3.618 1.607
O 0.117 2.162 -1.953

(4)
22
Properties=species:S:1:pos:R:3 method="wB97M-V/def2-TZVPD" e_homo_ev=-8.293 energy_ha=-462.4637 total_charge=0 de_lowest_kcal_mol=26.74 smiles="CC(=O)C(C)(C)C(C)=C=O" homo_lumo_gap_ev=9.00
H -0.654 -0.948 2.227
H -1.162 -2.291 0.180
H -0.303 0.788 2.058
C 1.229 -0.581 -0.015
O 0.964 2.919 0.147
H 3.117 -0.478 0.945
H -1.915 0.850 -2.085
H -1.881 0.150 1.620
C -0.361 -0.309 0.174
H -2.181 -1.119 -0.673
H 1.806 -1.035 1.989
C -1.155 -1.426 -0.481
C -0.816 -0.060 1.608
C 2.073 -0.333 1.206
C -0.347 0.970 -0.631
O 1.634 -1.154 -0.994
H -0.336 0.219 -2.630
C -0.829 1.001 -2.060
H -0.699 -1.729 -1.422
C 0.486 1.929 -0.241
H -0.605 1.967 -2.515
H 1.934 0.669 1.596

(5)
22
Properties=species:S:1:pos:R:3 method="wB97M-V/def2-TZVPD" e_homo_ev=-7.458 energy_ha=-676.6156 total_charge=0 de_lowest_kcal_mol=44.23 smiles="C1=CC=CO[SiH]=1.C=C(C)C" homo_lumo_gap_ev=7.03
H 2.199 -0.518 1.865
H 0.875 1.838 -0.203
H -5.183 0.986 1.019
H 1.042 -1.498 0.972
C -3.417 1.332 -0.025
H 2.022 1.587 -1.605
O -2.344 0.883 -0.680
Si -2.043 -0.729 -0.878
H -5.175 -1.406 0.838
C -4.354 0.524 0.506
H 0.609 0.144 1.470
C 3.004 -0.824 -0.838
C -3.376 -1.743 -0.175
C 1.606 1.211 -0.686
C 1.418 -0.485 1.106
H 2.590 -1.808 -1.057
H 3.361 -0.380 -1.764
H -0.794 -0.512 -1.581
C -4.316 -0.903 0.398
H 3.854 -0.968 -0.172
H -3.466 2.412 0.035
C 1.978 0.047 -0.180

(6)
22
Properties=species:S:1:pos:R:3 method="wB97M-V/def2-TZVPD" e_homo_ev=-9.237 energy_ha=-890.9115 total_charge=0 de_lowest_kcal_mol=6.80 smiles="C=C[SiH2][SiH2]c1ccccc1" homo_lumo_gap_ev=10.11
H -1.671 -2.920 -0.332
H -0.064 -4.057 -1.316
C -0.807 -0.807 -0.516
H -2.165 2.193 1.374
Si -0.720 2.606 1.111
C 1.100 -2.228 -1.836
H 1.932 -0.230 -2.068
C 0.306 1.639 2.357
H 0.426 -0.273 3.470
H 1.195 2.132 2.775
C -0.947 -2.181 -0.674
Si 0.274 1.830 -1.007
H -0.957 0.036 2.102
C 0.061 -2.900 -1.245
H 1.791 -2.886 -2.300
H -1.399 -0.118 0.018
C 1.170 -0.805 -1.747
H -0.692 2.205 -2.169
H -0.630 4.096 1.567
C -0.058 0.410 2.694
C 0.171 -0.047 -1.124
H 1.682 2.305 -1.135

(7)
25
Properties=species:S:1:pos:R:3 method="wB97M-V/def2-TZVPD" e_homo_ev="2.669 / 0.330" energy_ha=-1390.7682 multiplicity=4 total_charge=-2 de_lowest_kcal_mol=16.33 homo_lumo_gap_ev="3.02 / 5.33" s2=3.801
H 0.102 2.662 -0.996
H 2.824 0.797 3.420
C -1.284 -1.457 -1.549
C 1.083 0.855 2.024
H -2.647 0.289 -1.879
B 1.670 1.174 3.372
H 1.080 0.644 4.291
H 1.934 1.128 -1.466
H -1.465 -1.730 1.802
C -0.147 1.737 -1.531
C 0.930 1.006 -1.970
C -0.861 -2.104 -0.312
H -1.145 -1.876 -2.546
H -0.400 -3.077 -0.235
C -1.403 -1.352 0.784
H 2.552 -1.657 -1.254
C -2.175 -0.273 0.241
V 0.356 -0.342 -0.611
N 0.726 0.633 0.919
H -0.950 1.896 -2.253
H -2.873 0.323 0.822
C -2.079 -0.314 -1.176
H 0.824 0.229 -2.774
N 1.638 -1.562 -0.716
H 1.710 2.368 3.595

(8)
23
Properties=species:S:1:pos:R:3 method="wB97M-V/def2-TZVPD" e_homo_ev="-7.071 / -9.942" energy_ha=-5460.5962 multiplicity=2 total_charge=0 de_lowest_kcal_mol=5.05 homo_lumo_gap_ev="5.36 / 8.23" s2=0.778
Br 2.192 -0.369 -3.724
H -1.411 -0.379 -1.834
C 1.283 -1.054 0.408
H -2.966 -0.796 0.200
H -2.532 -0.131 1.774
H 2.852 0.230 1.308
H 0.067 0.559 -1.612
H -1.500 1.353 -1.508
C -0.960 0.437 -1.271
C -2.468 0.034 0.698
C 1.811 0.190 1.036
H 1.555 -1.078 -0.654
C -0.321 1.295 0.971
H -0.500 -1.500 1.563
C -1.002 0.156 0.240
H -0.912 2.166 1.199
H 1.432 2.119 1.821
H 1.777 -1.927 0.855
C 1.007 1.266 1.311
C -0.249 -1.180 0.545
H -3.025 0.942 0.467
Br 4.507 -0.364 -3.684
H -0.637 -1.968 -0.110

(9)
27
Properties=species:S:1:pos:R:3 method="wB97M-V/def2-TZVPD" e_homo_ev=-13.377 energy_ha=-3201.1172 total_charge=+1 de_lowest_kcal_mol=9.80 smiles="CCOC(=O)CCCc1[nH]nc[n+]1Br" homo_lumo_gap_ev=8.83
H -1.197 2.944 0.047
H -1.521 -1.460 1.737
H 0.538 2.986 0.366
C -1.151 0.510 -1.994
H -2.222 -1.744 -0.643
H -0.569 -1.933 -1.152
O -1.128 1.848 -2.209
N 1.654 -2.225 0.887
H -1.066 -3.036 1.076
H -0.123 0.450 -0.125
H 0.216 3.326 -2.483
H 0.884 1.915 -1.692
C -0.878 -1.961 1.006
C -0.233 3.256 -0.362
H 0.394 -0.269 2.919
H -1.863 0.588 0.011
C 0.531 -1.698 1.400
C 0.013 2.579 -1.716
H -0.240 4.340 -0.455
C -1.068 0.072 -0.537
N 0.965 -0.854 2.324
C 2.724 -1.661 1.545
O -1.287 -0.270 -2.891
H 3.747 -1.923 1.325
N 2.314 -0.813 2.430
Br 1.768 -3.524 -0.405
C -1.200 -1.442 -0.409

(10)
28
Properties=species:S:1:pos:R:3 method="wB97M-V/def2-TZVPD" e_homo_ev=-9.114 energy_ha=-3583.5272 total_charge=0 smiles="O=C(Br)C[PH2](O)COO.c1ccncc1" homo_lumo_gap_ev=9.50
H 1.094 -1.251 -0.312
H -1.677 1.475 -2.976
C 0.260 2.608 -0.624
H 0.870 -2.420 3.866
C -0.429 3.220 -3.181
H 1.550 4.327 -0.668
C 0.486 4.027 -2.520
O 3.222 -3.308 1.176
H -0.727 3.431 -4.201
H -0.326 -0.265 2.734
H -2.204 -0.652 1.270
H 2.269 -0.877 1.119
H -3.062 -3.379 1.243
C 2.058 -3.071 0.752
O -1.844 -2.385 0.117
O 1.286 -1.786 3.242
H -0.961 -0.407 -0.090
C -1.309 -1.149 0.723
H -0.573 -2.732 2.450
C 0.840 3.719 -1.214
H 0.507 2.324 0.394
C 1.435 -1.580 0.727
O -3.100 -2.620 0.600
C -0.955 2.134 -2.502
Br 0.971 -4.608 0.090
N -0.629 1.812 -1.240
P 0.029 -1.476 2.044
H 0.920 4.888 -3.018

(11)
25
Properties=species:S:1:pos:R:3 method="wB97M-V/def2-TZVPD" e_homo_ev=-6.636 energy_ha=-1414.7589 total_charge=0 de_lowest_kcal_mol=4.66 homo_lumo_gap_ev=5.36
N -0.295 0.270 -0.027
C 2.239 -0.279 1.638
H -4.085 0.989 -0.011
C 2.367 1.252 -0.995
H 2.445 2.132 -0.360
H 0.777 -2.290 -1.005
H -0.819 -1.665 0.527
H -0.064 2.277 -0.613
H 1.957 -1.482 -2.048
H 3.350 0.882 -1.266
Si 1.488 -0.117 -0.057
H 1.776 1.490 -1.877
H -2.451 2.759 -0.635
Cl -6.604 -2.143 1.731
C -3.021 0.798 -0.020
H 2.085 -1.265 2.069
C -2.100 1.779 -0.353
C -2.565 -0.472 0.307
C -0.755 1.494 -0.345
C -1.198 -0.682 0.295
H 1.952 0.493 2.348
C 1.702 -1.717 -1.018
H 3.318 -0.187 1.498
H 2.499 -2.304 -0.573
I -3.999 -2.009 0.793

(12)
27
Properties=species:S:1:pos:R:3 method="wB97M-V/def2-TZVPD" e_homo_ev="-7.056 / -9.756" energy_ha=-1201.1886 multiplicity=3 total_charge=0 de_lowest_kcal_mol=41.58 homo_lumo_gap_ev="6.65 / 7.32" s2=2.012
C 1.136 1.139 -0.660
C 0.731 -1.108 -1.919
C -0.413 -1.886 -1.204
H 1.458 -1.845 -2.299
H -1.163 0.456 -2.486
H -1.132 0.299 1.404
O -0.656 -0.023 3.779
Cl 0.722 -0.074 4.243
H -1.168 -2.242 -1.920
C 0.054 1.911 -1.385
H -1.635 -1.638 0.630
Pd 0.415 0.000 0.949
H -2.486 0.529 0.105
H 2.483 -0.519 -0.694
C -1.228 1.073 -1.579
H 0.359 -0.599 -2.819
H -0.221 2.767 -0.753
H 0.414 2.323 -2.341
H 0.062 -2.761 -0.728
O 1.035 1.066 5.072
H 1.888 1.727 -0.109
O 1.594 -0.042 2.975
C 1.462 -0.195 -0.956
C -1.100 -1.082 -0.155
H -2.066 1.765 -1.778
C -1.529 0.249 -0.348
O 0.987 -1.291 4.976